Record 1
C7H10N2 | ωB97M-V/def2-TZVPD

HOMO-LUMO gap: 8.219 eV
SMILES: C=C1C=CC=NN1CC
Net charge: 0

Cartesian coordinates (Å):
1 C 2.03398 1.00336 0.45867
2 C 1.09148 0.04846 0.08320
3 C 1.51304 -1.12108 -0.69678
4 C 0.75505 -2.10833 -0.97875
5 C -0.54824 -2.15668 -0.28592
6 N -1.01441 -1.18490 0.43054
7 N -0.21908 -0.17723 0.68528
8 C -0.97599 0.99330 1.08587
9 C -1.74956 1.54069 -0.17217
10 H 1.94811 1.77932 1.16409
11 H 3.08476 0.91166 -0.05955
12 H 2.43589 -1.01664 -1.27456
13 H 0.80292 -2.80036 -1.79864
14 H -1.24738 -2.95769 -0.50919
15 H -0.19943 1.67503 1.60551
16 H -1.75420 0.71401 1.71575
17 H -2.36376 0.64008 -0.48034
18 H -2.44163 2.34584 0.04094
19 H -1.15153 1.87116 -1.01395

Cartesian forces (eV/Å) of the 6 atoms listed first:
0.637 -2.333 -2.612
1.097 -0.548 2.408
2.871 3.600 -1.033
-4.537 -2.495 0.401
-0.278 0.132 -0.597
0.119 -2.219 -0.872

***

Record 2
C6H7N | ωB97M-V/def2-TZVPD

HOMO-LUMO gap (spin up / spin down): 8.574 / 7.550 eV
Net charge: 0

Cartesian coordinates (Å):
1 C 2.17681 -0.57319 0.04526
2 C 0.50886 2.36659 -0.24808
3 C 0.57303 1.15245 -0.94105
4 C 1.50238 1.85743 0.73962
5 C 1.45787 0.55719 -0.07422
6 C -0.37888 -2.59651 -0.36455
7 N 2.84324 -1.51574 0.24200
8 H -0.00417 3.20207 -0.43206
9 H 0.10148 0.96386 -1.82694
10 H 2.44272 2.40426 0.61432
11 H 1.16457 1.76596 1.79836
12 H -1.00878 -2.54617 0.50669
13 H 0.50516 -3.17698 -0.28004
14 H -0.49089 -2.17448 -1.33913

Cartesian forces (eV/Å) of the 6 atoms listed first:
2.013 -3.074 0.534
1.407 -4.529 -0.394
-0.475 2.322 0.933
0.484 0.247 1.464
-0.418 1.971 0.484
0.384 -0.373 0.139